Record 1
The following is a DFT calculation (ωB97M-V/def2-TZVPD) of C9H15PS in the gas phase at a distorted geometry.

Last column: Mulliken charge in e.
Positions of all 26 atoms, in Å:
C -1.07132 -0.86412 -0.32341  -0.004
C 0.05436 0.23561 -0.23475  -0.065
C -2.22942 -0.33467 0.03743  0.677
C -0.49719 1.46543 -0.13428  1.024
C -0.90251 -2.32587 -0.40245  -1.889
C -3.62641 -0.83222 0.13737  -1.486
C 0.13971 2.73314 -0.33585  -1.322
C 2.12796 -0.75535 1.23912  -1.290
C 3.12099 0.98701 -0.74826  -1.315
P 1.73113 -0.37516 -0.46745  0.020
S -2.23183 1.44043 0.04741  -0.314
H -0.98003 -2.79487 0.52975  0.399
H -1.65633 -2.70959 -0.94749  0.566
H 0.11560 -2.49521 -0.69937  0.439
H -3.53849 -1.90590 0.50048  0.324
H -4.25375 -0.28956 0.74372  0.476
H -4.22084 -0.98155 -0.71921  0.332
H -0.54646 3.49015 -0.41435  0.452
H 0.82469 2.92246 0.63346  0.218
H 0.85799 2.86545 -1.13454  0.293
H 3.13934 -1.02331 1.36757  0.460
H 1.70469 -1.61173 1.74473  0.371
H 1.91812 -0.01982 2.00165  0.409
H 3.94594 0.34488 -0.61832  0.482
H 2.97504 1.72856 -0.03414  0.338
H 3.09902 1.10579 -1.76881  0.405

Cartesian forces, eV/Å:
2.2 2.0 2.0
-2.1 -1.8 -0.9
-2.4 3.0 -1.1
-0.8 -1.6 -0.8
2.7 1.8 0.9
1.8 -4.1 0.3
4.1 0.7 3.0
-0.3 -0.3 1.8
-2.7 -3.2 1.0
1.1 0.1 -0.9
1.1 -0.9 0.2
-0.1 -0.5 1.8
-2.0 -1.6 -2.5
0.2 -0.7 -0.9
-0.4 1.1 0.2
-1.0 1.3 1.9
-0.1 0.2 -1.9
-1.6 2.0 0.0
-1.5 0.1 -1.9
0.0 -0.6 -0.5
1.7 0.1 -0.3
-1.0 -0.7 -0.7
0.0 1.0 -0.1
1.3 -0.5 0.8
0.3 1.7 0.6
-0.2 1.5 -2.2

For the HOMO-LUMO gap, the calculation gives 0.3220 Ha. Its LUMO energy is 0.887 eV. The calculation puts the electronic energy at -29698.0526 eV. The value obtained for the energy above the lowest of the compared OMol25 structures with the same formula, charge and spin is 77.9 kJ/mol. Its structure (SMILES) is Cc1sc(C)c(P(C)C)c1C. The net charge is 0. As for the spin multiplicity: 1.

---

Record 2
The following is a DFT calculation (ωB97M-V/def2-TZVPD) of a molecular structure, C9H16Ag4Br8O3 at a distorted geometry.

Last column: Mulliken charge in e.
Positions of all 40 atoms, in Å:
Ag 0.57621 -0.54519 3.57820  0.511
Ag -1.39610 2.08171 4.56858  0.670
Ag -2.78157 2.78757 1.34809  0.562
Ag 0.56892 3.71683 0.22166  0.744
C -0.43254 1.25675 1.75071  1.285
O -1.24696 0.88592 2.60386  -0.776
O -0.83172 1.67969 0.71049  -0.466
O 0.80083 1.13362 2.00567  -0.786
Br 3.89890 3.30579 -0.28159  -0.190
C 4.74807 1.52437 -0.24375  -0.537
C 4.46921 0.83416 1.14446  -0.483
Br 5.34439 -0.93369 1.07588  -0.099
H 5.80434 1.61578 -0.49683  0.449
H 4.25557 0.90319 -0.99187  0.329
H 3.43099 0.72554 1.45813  0.130
H 5.12673 1.42025 1.78653  0.453
Br -0.90519 1.73621 -4.85386  -0.166
C -2.68438 1.96076 -3.82200  -0.849
C -2.47150 1.57896 -2.36500  -0.049
Br -3.95555 2.17036 -1.39079  -0.136
H -3.54467 1.40760 -4.19883  0.453
H -3.09433 2.94591 -4.04451  0.485
H -1.57202 1.99749 -1.91348  0.166
H -2.53460 0.49236 -2.30666  0.153
Br 2.10288 -3.28593 1.39272  -0.159
C 1.20961 -2.91409 -0.28667  -0.407
C 1.18087 -1.47585 -0.46413  0.258
Br 0.57232 -1.02116 -2.31072  -0.117
H 0.27726 -3.47190 -0.19908  0.247
H 1.84041 -3.46322 -0.98568  0.432
H 2.11030 -0.96832 -0.20593  0.119
H 0.50848 -1.00313 0.25178  -0.330
Br -1.19626 -2.46153 2.63303  -0.136
C -2.65486 -2.98591 1.42987  -0.472
C -2.76346 -1.83554 0.47806  -0.246
Br -4.06246 -2.16678 -0.98979  -0.100
H -3.57914 -3.15334 1.98283  0.476
H -2.35367 -3.92187 0.95938  0.416
H -1.81021 -1.65990 -0.02049  -0.080
H -2.95509 -0.89344 0.99171  0.246

Cartesian forces, eV/Å:
0.4 -0.1 -0.4
0.1 -0.6 -0.6
-0.2 -0.7 -0.9
0.5 -1.1 -0.1
5.0 -1.2 2.6
-4.4 -0.6 4.9
-2.2 4.2 -6.6
1.4 -0.1 0.3
-0.1 -0.1 0.0
-1.6 -1.7 0.7
2.1 0.9 -1.2
-0.5 0.5 0.0
-0.2 0.3 0.3
0.1 0.5 -0.3
0.2 0.2 -0.2
-0.7 -0.3 0.8
-2.0 0.1 1.0
0.3 0.2 -0.7
1.1 -0.5 -1.4
-1.4 0.9 1.6
0.7 -1.0 -0.5
1.0 0.5 0.5
-0.1 -0.3 -0.2
0.6 0.1 0.2
0.3 0.0 0.7
0.7 -2.4 0.2
-0.7 2.0 -0.1
0.3 0.0 1.0
-0.2 0.6 -0.3
-0.1 0.3 -0.2
0.3 -0.3 -0.8
-0.5 -0.1 -0.3
-0.2 -0.8 0.5
-0.6 0.0 -0.4
0.3 0.5 -1.0
0.5 0.2 0.9
0.3 0.1 0.3
0.2 0.2 0.1
0.0 -0.3 -0.2
-0.6 -0.2 -0.1

For the HOMO-LUMO gap, the calculation gives 0.2048 Ha. Its LUMO energy is -8.763 eV. The calculation puts the electronic energy at -592053.2702 eV. The value obtained for the energy above the lowest of the compared OMol25 structures with the same formula, charge and spin is 81.9 kJ/mol. The net charge is +2. As for the spin multiplicity: 1.

---

Record 3
The following is a DFT calculation (ωB97M-V/def2-TZVPD) of a molecular structure, C9H16CdN2O2 at a distorted geometry.

Last column: Mulliken charge in e.
Positions of all 30 atoms, in Å:
C -2.83870 -0.64671 -1.34717  -0.456
C -2.03296 0.78029 -1.67974  0.397
N -2.60237 2.01880 -1.42597  -0.524
C -0.47667 0.77479 -2.29079  -0.838
C 0.46869 0.17260 -1.09384  1.405
C 1.13619 1.25695 -0.03970  -0.783
C 2.05072 0.15613 0.82184  0.066
C 1.47060 0.00117 2.34697  -0.652
C 0.02425 -0.76092 2.46897  -0.092
O -0.53478 -0.45620 3.82760  -0.473
N 2.28976 -1.06708 -0.03572  0.011
C 1.69735 -0.85472 -1.44434  -0.534
O 2.05466 -1.38721 -2.61574  -0.401
H -2.79373 -0.82798 -0.16813  0.240
H -3.94919 -0.63167 -1.75117  0.393
H -2.17751 -1.49990 -1.82522  -0.119
H -1.94728 2.79592 -1.66323  0.283
H -0.39018 0.22349 -3.31934  0.266
H -0.12189 1.90242 -2.45590  0.367
H -0.22074 -0.46178 -0.39181  -0.407
H 1.73265 2.16601 -0.51044  0.377
H 0.16387 1.61867 0.54935  0.334
H 3.13776 0.63405 0.93764  0.342
H 2.23102 -0.51071 3.08807  0.338
H 1.30117 1.10450 2.76952  0.328
H -0.79858 -0.37547 1.71007  0.021
H 0.14609 -1.92785 2.38830  0.175
H -0.91620 0.47671 3.74943  0.349
H 1.93702 -1.93667 0.44111  0.264
Cd -0.04103 -2.73762 -1.04063  1.324

Cartesian forces, eV/Å:
1.2 1.7 0.9
-1.3 4.1 0.4
2.5 -5.7 -0.9
0.3 0.5 0.7
0.2 1.0 -1.6
-1.4 -1.7 -0.1
0.7 2.6 0.9
-0.4 0.0 0.4
-0.4 0.7 0.8
0.4 0.9 -2.6
-1.6 -0.1 -0.6
0.1 -1.1 -3.3
-2.3 2.5 7.3
-0.4 0.5 -2.5
2.5 -0.3 0.7
-1.1 0.8 0.2
-0.5 -0.8 0.1
-0.2 0.8 2.0
-1.0 -2.6 0.2
0.8 0.6 -0.7
-1.3 -2.2 0.8
2.5 -0.5 -1.0
-2.1 -1.1 -0.2
-1.5 0.9 -1.7
0.5 -2.4 -1.1
1.8 -0.8 1.0
-0.3 2.1 0.3
0.7 -1.8 0.3
1.2 0.5 -0.5
0.2 0.9 -0.3

For the HOMO-LUMO gap, the calculation gives 0.1218 Ha. Its LUMO energy is -13.364 eV. The calculation puts the electronic energy at -21203.5492 eV. The net charge is +2. As for the spin multiplicity: 1.

---

Record 4
The following is a DFT calculation (ωB97M-V/def2-TZVPD) of a molecular structure, C9H16Cl3I2NO2P at a distorted geometry.

Last column: Mulliken charge in e.
Positions of all 34 atoms, in Å:
C 1.03140 -0.58109 -1.20685  -0.914
C 0.68036 0.85345 -0.79718  0.218
C -0.49965 1.04871 0.15934  -1.106
C -1.90634 0.76423 -0.41822  -0.528
I -2.52462 2.46841 -1.59868  0.375
C -2.90186 0.76013 0.69116  -0.360
N -3.36887 -0.40512 0.94952  0.295
C -2.74512 -1.48742 0.18201  -0.652
I -1.18446 -2.48170 1.31396  0.304
P -4.10658 -2.82152 -0.21809  0.393
O -4.19467 -3.65318 1.17508  -0.435
O -3.25285 -3.84442 -1.12164  -0.374
C -2.19664 -0.66873 -1.00394  0.292
Cl -3.63296 -0.55430 -2.15177  -0.026
H 0.53415 -0.86665 -2.13402  0.323
H 2.09715 -0.61796 -1.43262  0.319
H 0.86250 -1.30069 -0.41303  0.044
H 1.55036 1.24536 -0.26321  0.010
H 0.57865 1.47174 -1.68993  0.235
H -0.49813 2.10853 0.42063  0.437
H -0.35381 0.51148 1.09953  0.374
H -3.19875 1.66676 1.20507  0.523
H -4.06900 -0.61404 1.65131  0.279
H -4.32465 -3.10480 1.95337  0.321
H -2.62812 -3.39148 -1.69559  0.343
H -1.47236 -1.13335 -1.65430  0.289
Cl 4.89568 0.35176 2.33080  -0.180
C 5.76544 1.53275 1.31682  -0.407
C 4.82187 2.33036 0.45639  -0.489
Cl 4.06034 1.32018 -0.80567  -0.179
H 6.49000 0.98996 0.71603  0.318
H 6.29946 2.20164 1.98892  0.303
H 5.36329 3.12350 -0.05526  0.344
H 4.02880 2.77750 1.05007  0.307

Cartesian forces, eV/Å:
0.3 0.4 -0.3
0.3 -0.3 0.3
0.2 0.4 -0.3
-0.4 -0.6 0.3
0.2 -0.1 -0.1
0.1 0.4 -0.3
0.3 -0.1 0.3
0.6 -0.4 -0.2
-0.1 0.3 0.1
-1.3 0.6 -0.3
0.8 -0.1 -0.3
0.2 0.0 0.5
-1.2 0.3 -0.6
0.3 -0.1 0.0
-0.1 -0.2 0.1
0.0 0.0 0.0
-0.1 -0.1 0.0
-0.2 0.1 0.0
-0.2 0.1 0.0
-0.1 0.0 0.2
0.0 -0.3 -0.2
-0.1 -0.2 0.2
0.0 0.3 0.1
-0.2 -0.1 0.3
0.1 -0.2 -0.3
0.6 0.1 0.6
0.0 0.0 0.0
0.1 0.0 0.0
0.0 0.1 0.0
0.2 0.0 0.0
0.0 0.0 0.0
0.0 0.0 0.0
0.0 0.0 0.0
0.0 -0.1 0.0

For the HOMO-LUMO gap, the calculation gives 0.2727 Ha. Its LUMO energy is -4.906 eV. The calculation puts the electronic energy at -78228.5606 eV. The net charge is +1. As for the spin multiplicity: 1.

---

no.,E_HOMO (eV)
1,-7.8746
2,-14.3353
3,-16.6775
4,-12.3266